The following is a quantum chemistry calculation of C4H10NS2 as an isolated structure at a distorted geometry, from the Open Molecules 2025 dataset.

The HOMO-LUMO gap (spin up / spin down) comes out at 7.68 / 7.68 eV. The value obtained for the molecular weight is 136.3 u. The calculation puts the energy relative to the best compared isomer or geometry (same formula, charge and spin) at 3.614 eV. The charge is +1.

Cartesian coordinates (Å):
C: 0.188 -1.090 3.652
C: -0.540 -0.244 -0.273
C: -0.410 0.362 -2.480
C: 1.054 1.579 -0.972
N: 0.050 0.594 -1.095
S: 0.108 -0.260 1.498
S: -1.734 -1.385 -0.742
H: 1.248 -1.332 3.412
H: -0.499 -1.991 3.638
H: -0.593 -0.667 -2.781
H: -1.163 1.149 -2.538
H: 0.328 0.682 -3.083
H: 1.410 1.555 0.104
H: 1.766 1.321 -1.627
H: 0.627 2.477 -1.220
H: -0.306 -0.372 4.272
H: -1.532 -2.377 0.236

Mulliken population analysis, charges in e, atoms 1 to 2: -0.6208 0.6985

=====

The following is a quantum chemistry calculation of a 2-piece molecular cluster, C4H9N5 overall at a distorted geometry, from the Open Molecules 2025 dataset.

The HOMO-LUMO gap comes out at 8.14 eV. The value obtained for the molecular weight is 127.2 u. The calculation puts the energy relative to the best compared isomer or geometry (same formula, charge and spin) at 4.745 eV. The charge is +2.

Cartesian coordinates (Å):
C: -0.724 -1.835 -0.385
C: -0.325 0.422 0.271
C: 0.474 0.566 -0.947
C: 1.066 -0.739 -1.506
N: -2.393 2.991 2.848
N: -1.397 2.433 2.748
N: 0.073 -1.788 -1.395
N: -0.753 -0.821 0.530
N: -0.574 1.720 2.364
H: -1.444 -2.640 -0.284
H: -0.218 1.057 -1.651
H: 1.268 1.301 -0.806
H: 1.377 -0.636 -2.547
H: 1.942 -1.025 -0.910
H: -2.972 3.376 3.582
H: 0.039 -2.509 -2.115
H: -1.323 -0.972 1.359
H: 0.426 1.842 2.320

Mulliken population analysis, charges in e, atoms 1 to 2: -0.1171 -0.1644

=====

The following is a quantum chemistry calculation of one molecule with the formula C5H13N2O at a distorted geometry, from the Open Molecules 2025 dataset.

As for the multiplicity: 2. The HOMO-LUMO gap (spin up / spin down) comes out at 9.72 / 7.06 eV. The value obtained for the molecular weight is 117.2 u. The calculation puts the energy relative to the best compared isomer or geometry (same formula, charge and spin) at 2.896 eV.

Cartesian coordinates (Å):
N: 1.122 -1.606 2.790
C: 0.766 -1.395 1.394
C: -0.211 -0.228 1.192
N: -0.928 -0.224 -0.037
C: 0.818 1.289 -1.031
C: -0.255 0.204 -1.253
C: -1.525 0.926 -2.320
O: -1.168 1.145 -3.540
H: 1.983 -2.017 3.018
H: 0.436 -1.224 3.478
H: 0.167 -2.261 1.136
H: 1.684 -1.402 0.722
H: 0.284 0.818 1.407
H: -0.882 -0.289 2.070
H: -1.784 0.315 -0.068
H: 1.026 1.930 -1.977
H: 0.582 2.033 -0.316
H: 1.726 0.732 -0.904
H: 0.181 -0.688 -1.735
H: -1.806 1.890 -1.731
H: -2.216 0.051 -2.295

Mulliken population analysis, charges in e, atoms 1 to 2: -0.4397 -0.2555

=====

The following is a quantum chemistry calculation of C11H20Cl2O3Ru as an isolated structure at a distorted geometry, from the Open Molecules 2025 dataset.

As for the multiplicity: 5. The HOMO-LUMO gap (spin up / spin down) comes out at 4.83 / 4.76 eV. The value obtained for the molecular weight is 372.3 u. The charge is -2.

Cartesian coordinates (Å):
C: -0.993 -0.367 -1.938
C: -2.202 -0.321 -1.182
C: -2.268 -1.503 -0.398
C: -3.303 0.655 -1.301
C: -1.048 -2.206 -0.547
C: -0.263 -1.524 -1.525
C: 0.936 -2.080 -2.172
C: -0.624 0.528 -3.049
C: -3.440 -1.964 0.377
C: -0.757 -3.513 0.065
Ru: 0.676 0.459 0.650
Cl: -1.075 0.150 2.071
Cl: -0.439 2.322 -0.061
O: 1.201 -1.382 1.198
H: -3.051 1.449 -2.008
H: -3.528 1.108 -0.325
H: -4.208 0.154 -1.670
H: -3.936 -1.159 0.937
H: -3.175 -2.742 1.101
H: -4.180 -2.391 -0.319
H: -1.072 -3.522 1.119
H: 0.311 -3.743 0.027
H: -1.293 -4.323 -0.453
H: 1.483 -2.741 -1.486
H: 1.609 -1.270 -2.484
H: 0.686 -2.679 -3.066
H: -1.115 1.508 -2.956
H: -0.917 0.098 -4.024
H: 0.466 0.675 -3.069
H: 1.247 -1.440 2.179
O: 1.824 0.463 -1.019
H: 2.670 0.099 -0.693
C: 2.212 2.744 1.679
O: 1.847 1.382 1.787
H: 3.068 2.834 2.369
H: 1.377 3.364 2.027
H: 2.451 3.057 0.649

Mulliken population analysis, charges in e, atoms 1 to 2: 0.3251 1.1684